DFT (wB97M-V/def2-TZVPD) results for the ion C5H10N with charge +1 at a distorted geometry.

Output
E: -6827.3520 eV
multiplicity: 1
total charge: +1
energy relative to the best compared isomer or geometry (same formula, charge and spin): 274.98 kJ/mol
E_LUMO: -5.610 eV
max |F|: 3.6 eV/Å

Bonds (Å) are listed after each position.
Cartesian coordinates (Å):
1 N -0.20556 -0.74051 -1.63361  C3 1.291, C4 1.489, H15 1.045
2 C 0.38600 0.81511 1.73867  C5 1.500, C6 1.466, H8 1.093, H12 1.132
3 C 0.21334 -1.33872 -2.69817  N1 1.291, H10 1.117, H14 1.143
4 C 0.55858 -0.54805 -0.37076  N1 1.489, C5 1.335, H9 1.086
5 C -0.09404 -0.19543 0.73943  C2 1.500, C4 1.335, H7 1.103
6 C -0.65180 1.80725 2.03484  C2 1.466, H11 1.083, H13 1.180, H16 1.069
7 H -1.18456 -0.35173 0.68321  C5 1.103
8 H 0.61567 0.36768 2.70924  C2 1.093
9 H 1.51568 -1.06024 -0.32877  C4 1.086
10 H -0.60523 -1.70311 -3.36482  C3 1.117
11 H -0.44224 2.36799 2.93684  C6 1.083
12 H 1.30790 1.26585 1.25976  C2 1.132
13 H -0.80508 2.31156 0.97934  C6 1.180
14 H 1.33459 -1.55392 -2.75417  C3 1.143
15 H -1.22846 -0.94091 -1.55344  N1 1.045
16 H -1.54181 1.23943 2.20405  C6 1.069

These are the Löwdin partial charges, in e, on atoms 1 to 4: atom 1 (N): 0.034, atom 2 (C): -0.281, atom 3 (C): 0.164, atom 4 (C): -0.058